Entry 1:
Molecular formula: C7H9O5P
Method: DFT, the ωB97M-V functional and the def2-TZVPD basis

Geometry as ORCA input:
```
! wB97M-V def2-TZVPD RIJCOSX def2/J DEFGRID3
* xyz 0 1
C 2.61421 0.58539 0.70821
C 1.96369 -0.79660 0.71803
O 1.57003 -1.22459 -0.57439
C 0.17439 -1.35199 -0.71448
C -0.50516 -0.02352 -0.80997
C -1.64190 0.34365 -0.23773
P -2.73081 -0.62891 0.81060
O -2.04609 -1.49836 1.78519
C -1.84248 1.79271 -0.65958
O -2.34820 2.67560 -0.03582
O -1.18537 1.89660 -1.86871
C -0.00275 1.16196 -1.61998
O 1.09331 1.50916 -1.93251
H 1.92370 1.33542 1.07358
H 3.47448 0.58120 1.36365
H 2.97556 0.82059 -0.28119
H 1.14528 -0.81570 1.43188
H 2.70176 -1.49808 1.08919
H 0.00678 -1.89549 -1.63526
H -0.21557 -1.89905 0.13600
H -3.62658 0.30556 1.36051
H -3.49828 -1.37553 -0.10722
*
```

Values from the calculation:
- Electronic energy: -989.65171 hartree
- SMILES: CCOCC1=C([PH2]=O)C(=O)OC1=O
- Energy relative to the best compared isomer or geometry (same formula, charge and spin): 360.9 kJ/mol
- Frontier orbital gap: 9.02 eV
- LUMO energy: -1.197 eV
- Maximum force: 0.0367 Eh/bohr

Here are the natural (NBO) charges for atoms 1 to 8, given in e:
1. C -0.6419
2. C -0.0791
3. O -0.5153
4. C -0.1165
5. C -0.0163
6. C -0.4821
7. P 1.5320
8. O -1.0716



Entry 2:
Molecular formula: C7H9OPS
Method: DFT, the ωB97M-V functional and the def2-TZVPD basis

Geometry as ORCA input:
```
! wB97M-V def2-TZVPD RIJCOSX def2/J DEFGRID3
* xyz 0 1
C 2.81569 -0.41781 0.02087
C 1.97629 -1.17472 -0.75019
C 2.36488 0.75231 0.61397
C 0.64487 -0.81036 -0.80717
C 1.06279 1.19823 0.50623
C 0.17922 0.33862 -0.14226
C -2.79570 -0.46503 -0.76312
O -2.08707 0.07984 2.18528
P -1.61031 0.74302 -0.07051
S -2.00001 2.61707 -0.10081
H 3.88418 -0.64929 0.19511
H 2.44784 -1.90321 -1.29213
H 2.99947 1.40007 1.19391
H 0.08514 -1.33366 -1.57918
H 0.56907 1.98124 1.05920
H -3.76414 -0.04554 -0.55272
H -2.83497 -0.55852 -1.91841
H -2.76346 -1.54113 -0.34531
H -1.17379 -0.21112 2.54726
*
```

Values from the calculation:
- Electronic energy: -1086.84825 hartree
- Energy relative to the best compared isomer or geometry (same formula, charge and spin): 147.4 kJ/mol
- Frontier orbital gap (spin up / spin down): 8.27 / 8.27 eV
- LUMO energy (spin up / spin down): -0.733 / -0.733 eV
- Maximum force: 0.0704 Eh/bohr

Here are the natural (NBO) charges for atoms 1 to 8, given in e:
1. C -0.1817
2. C -0.1976
3. C -0.2025
4. C -0.1925
5. C -0.1732
6. C -0.4001
7. C -1.0083
8. O -0.9940



Entry 3:
Molecular formula: C80H181N11O14
Method: DFT, the ωB97M-V functional and the def2-TZVPD basis

Geometry as ORCA input:
```
! wB97M-V def2-TZVPD RIJCOSX def2/J DEFGRID3
* xyz 0 1
C 0.16949 5.73622 -2.28927
O 1.02956 6.51732 -1.94369
N 0.42709 4.72986 -3.20158
N -1.12031 5.79126 -1.83868
H 1.44950 4.53927 -3.08197
H -0.10032 3.93688 -2.86696
H -1.77499 5.04626 -2.14192
H -1.37174 6.46738 -1.13366
C -3.66189 -5.10067 -0.92027
O -4.07130 -4.95607 0.22194
N -4.53429 -5.00003 -1.99243
N -2.35230 -5.32903 -1.22598
H -5.47260 -4.74825 -1.78299
H -4.46041 -5.49310 -2.91554
H -2.01610 -5.32451 -2.13415
H -1.70562 -5.21734 -0.48689
C -7.32515 1.53037 -4.02564
C -8.09636 0.41968 -3.28076
C -8.46261 -0.78054 -4.06138
C -7.24118 -1.60833 -4.44862
C -6.50073 -1.96495 -3.15741
C -6.16174 -0.87093 -2.24060
N -7.44819 -0.09772 -2.07337
O -7.03180 1.03673 -1.27507
C -5.76443 -1.51005 -0.88103
C -4.84556 -0.15697 -2.69750
C -9.39374 1.04893 -2.79918
H -6.51929 0.95655 -4.53784
H -6.98564 2.31158 -3.38313
H -7.90607 2.04988 -4.79722
H -9.13594 -1.46466 -3.58343
H -9.01953 -0.50134 -4.97665
H -6.54853 -1.05163 -5.05942
H -7.45061 -2.60851 -4.93000
H -5.57817 -2.49921 -3.46578
H -7.22851 -2.65096 -2.65779
H -4.85925 -2.14106 -1.00921
H -5.50477 -0.89268 0.00594
H -6.43675 -2.21035 -0.49900
H -4.58678 0.65528 -2.06675
H -3.96102 -0.81438 -2.73193
H -4.70598 0.29617 -3.68796
H -9.20938 1.84684 -2.12535
H -10.02319 0.35607 -2.23737
H -9.79275 1.50701 -3.65616
H -7.80730 1.02071 -0.65539
C -1.33147 -0.38048 5.50565
C -1.16653 1.03470 5.03896
C -2.26971 1.39135 3.99343
C -2.53863 2.81328 3.70706
C -2.85707 3.47008 4.99806
C -1.70968 3.35772 6.00492
N -1.52482 1.89202 6.18633
O -0.40328 1.84061 7.17396
C -0.52495 4.18424 5.68898
C -2.31483 3.89498 7.34144
C 0.24647 1.16835 4.48610
H -0.42196 -0.78865 5.92322
H -1.56892 -0.91400 4.57834
H -2.15524 -0.50695 6.19258
H -1.95090 0.81445 3.10150
H -3.25808 0.99090 4.17325
H -3.41941 2.96555 3.01015
H -1.66890 3.30235 3.27186
H -3.75933 2.92534 5.30867
H -3.17911 4.50257 4.92371
H -0.80350 5.19566 5.38121
H 0.17679 4.18786 6.56084
H 0.01557 3.75646 4.84279
H -3.24726 3.38201 7.53952
H -1.58203 3.71250 8.14195
H -2.55041 4.94631 7.31842
H 0.39854 1.96918 3.79374
H 0.57116 0.26304 3.92405
H 0.99462 1.25974 5.32311
H -0.53777 1.04562 7.73022
C -0.91467 -1.32793 -2.19578
C -0.68890 -0.53745 -0.86529
C -0.17020 -1.53905 0.16102
C 0.35051 -0.93130 1.42305
C 1.49341 0.03582 1.12917
C 1.01465 1.10838 0.10669
N 0.41345 0.41205 -1.04298
O -0.12177 1.36986 -1.99405
C 0.15875 2.26002 0.74311
C 2.28821 1.82813 -0.38736
C -2.05971 -0.05593 -0.36984
H -1.62716 -2.14366 -1.97859
H 0.07020 -1.72254 -2.59070
H -1.45642 -0.74656 -2.95520
H -0.88448 -2.31538 0.40735
H 0.63175 -2.10202 -0.36821
H 0.69477 -1.73299 2.17833
H -0.53179 -0.35416 1.86185
H 2.22854 -0.49810 0.53503
H 1.94418 0.48088 2.03845
H 0.76470 2.59777 1.57460
H 0.07165 3.16112 0.14165
H -0.77981 1.98494 1.24396
H 2.75708 2.32730 0.47441
H 3.02077 1.14305 -0.84576
H 2.06800 2.55115 -1.19128
H -2.62197 0.60631 -1.04982
H -1.99702 0.40861 0.61076
H -2.71566 -0.90933 -0.23576
H -0.85023 1.88414 -1.56095
C 5.69941 2.83397 4.32232
C 5.37009 1.51994 3.63640
C 5.46657 1.62106 2.08995
C 6.87249 1.80627 1.64048
C 7.58096 0.54223 2.11113
C 7.54574 0.23086 3.57777
N 6.20102 0.23043 4.01088
O 6.18609 0.19339 5.44285
C 8.00166 -1.23194 3.74608
C 8.49722 1.18777 4.26648
C 3.94279 1.07490 3.93822
H 5.70492 2.64197 5.40375
H 4.84399 3.49581 4.13185
H 6.58694 3.28671 3.99755
H 5.16055 0.62736 1.73728
H 4.76970 2.39278 1.73833
H 7.36130 2.70409 2.08400
H 6.95731 1.94295 0.53716
H 8.64982 0.65807 1.95113
H 7.14763 -0.25506 1.55844
H 9.06079 -1.35214 3.48723
H 7.92690 -1.48901 4.80275
H 7.37635 -1.93837 3.17987
H 9.04177 1.85643 3.58590
H 8.12204 1.76667 5.10604
H 9.35506 0.65703 4.75804
H 3.21027 1.71351 3.40460
H 3.62566 1.10854 4.97140
H 3.88482 0.05075 3.51353
H 5.36356 -0.28674 5.59403
C 5.56810 -3.88433 5.60266
C 4.02443 -4.12458 5.76199
C 3.51404 -2.72432 5.95646
C 1.98207 -2.64052 6.06189
C 1.45921 -3.15317 4.75946
C 1.92349 -4.54992 4.44635
N 3.40450 -4.52735 4.49686
O 3.82479 -5.89872 4.21176
C 1.22257 -5.55213 5.34929
C 1.61768 -4.74282 2.94184
C 3.81177 -4.92787 7.04334
H 5.82039 -2.96445 5.00174
H 6.14425 -4.71812 5.12464
H 5.93531 -3.79744 6.62060
H 4.15127 -2.22823 6.71679
H 3.62945 -2.21597 4.98957
H 1.78935 -1.59724 6.17531
H 1.49542 -3.18810 6.93076
H 1.83011 -2.58892 3.85656
H 0.36409 -3.09410 4.73545
H 1.84545 -6.43880 5.37176
H 1.10245 -5.14246 6.31093
H 0.28811 -5.85924 4.92762
H 0.63307 -4.34123 2.62775
H 2.43858 -4.43019 2.35797
H 1.55127 -5.83236 2.68500
H 3.93138 -5.98595 6.80877
H 2.79797 -4.76075 7.37377
H 4.41647 -4.61242 7.88692
H 4.55981 -5.77539 3.56179
C -3.07787 4.78832 -7.33411
C -3.82331 3.67592 -6.52911
C -4.39803 2.54795 -7.43055
C -3.29968 1.69675 -8.09530
C -2.56484 1.05057 -6.94955
C -1.95324 2.04637 -5.95445
N -2.99325 2.96591 -5.55000
O -2.56587 3.94668 -4.61388
C -1.48363 1.23172 -4.72638
C -0.67423 2.69750 -6.57474
C -5.01894 4.38506 -5.77438
H -2.72360 5.48442 -6.56929
H -3.72840 5.35323 -8.01389
H -2.27194 4.31896 -7.87159
H -5.13815 1.86345 -6.88562
H -5.00701 3.05014 -8.19051
H -2.60115 2.31282 -8.72364
H -3.76719 0.95829 -8.78549
H -1.74006 0.41806 -7.30964
H -3.28722 0.35309 -6.40818
H -2.38172 0.78509 -4.27465
H -0.70019 0.45346 -4.90434
H -0.93286 1.94538 -4.07866
H 0.20594 2.06945 -6.33552
H -0.76050 2.85404 -7.66347
H -0.48360 3.69060 -6.17284
H -4.66197 5.34380 -5.33044
H -5.54930 3.74827 -5.09288
H -5.80804 4.57648 -6.49784
H -1.86848 4.46899 -4.96165
C 6.70158 -5.48379 0.25064
C 5.53912 -4.56467 -0.05493
C 5.55112 -3.42704 0.97354
C 4.63078 -2.24440 0.55767
C 5.11640 -1.80356 -0.80342
C 4.96113 -2.98948 -1.86164
N 5.87080 -3.97441 -1.42133
O 5.83149 -5.14791 -2.33265
C 3.46403 -3.35323 -2.08308
C 5.49096 -2.37050 -3.13863
C 4.14095 -5.25393 0.12217
H 6.64893 -6.35036 -0.40646
H 6.63220 -5.85999 1.27042
H 7.71179 -5.01979 0.12201
H 5.28958 -3.87239 1.92055
H 6.53298 -3.05386 0.94001
H 4.68836 -1.54776 1.33429
H 3.61647 -2.66632 0.46685
H 6.14081 -1.42654 -0.70156
H 4.46156 -0.95206 -1.12393
H 2.88138 -3.12551 -1.18052
H 3.08963 -2.75021 -2.90739
H 3.40900 -4.41523 -2.32760
H 6.50261 -1.99504 -2.89735
H 5.53880 -3.15022 -3.93023
H 4.98817 -1.47345 -3.44024
H 4.09226 -5.82304 1.02245
H 3.95425 -5.93744 -0.72210
H 3.27277 -4.60618 0.24292
H 6.72166 -5.11155 -2.67398
C 2.30085 0.02081 -4.57721
C 2.99211 1.04465 -3.68225
C 4.25732 1.57045 -4.31178
O 2.05822 2.12903 -3.44482
H 1.47018 -0.42690 -4.08030
H 2.98011 -0.71782 -5.02318
H 1.89619 0.51078 -5.44435
H 3.16809 0.56452 -2.69494
H 4.03095 2.12577 -5.21731
H 4.94773 0.77164 -4.64748
H 4.80776 2.24720 -3.62699
H 1.28399 1.74358 -3.06433
C 0.53996 5.90249 1.75680
C 1.90109 6.48442 1.91258
C 3.02304 5.49233 2.08233
O 2.24371 7.34866 0.85391
H 0.50339 5.51004 0.73546
H -0.23891 6.64359 1.80181
H 0.37537 5.04461 2.46458
H 1.87768 7.11295 2.81250
H 3.11622 4.84495 1.18647
H 2.95004 4.83416 2.97500
H 3.96218 6.00037 2.14574
H 2.04215 7.01053 -0.04684
C -4.39693 -4.14335 3.79590
C -4.69830 -2.96659 2.94214
C -3.55553 -2.48396 2.08460
O -5.82657 -3.30603 2.04482
H -3.86557 -4.90938 3.25002
H -5.35980 -4.55214 4.06710
H -3.78285 -3.97651 4.68528
H -5.05775 -2.10355 3.55772
H -2.63342 -2.14401 2.60004
H -3.95705 -1.66687 1.44923
H -3.13026 -3.22751 1.38209
H -5.42375 -3.35760 1.19035
C -2.27434 -3.69398 -4.74585
C -2.84098 -2.83586 -5.80375
C -1.82366 -2.69982 -6.97144
O -4.05894 -3.51602 -6.22795
H -2.29660 -4.73503 -5.09458
H -2.79595 -3.51747 -3.79926
H -1.24835 -3.41124 -4.47533
H -3.10446 -1.85281 -5.44834
H -0.92114 -2.15971 -6.78702
H -2.41130 -2.19310 -7.73390
H -1.56317 -3.66061 -7.41583
H -4.61124 -2.87845 -6.68945
C -3.18686 3.70405 0.08363
C -3.65626 3.38434 -1.34264
C -4.72845 4.41524 -1.97475
O -2.40413 3.23183 -2.04349
H -4.06727 3.88681 0.67204
H -2.62056 4.64392 0.01955
H -2.61130 2.87000 0.46624
H -4.19918 2.46630 -1.24801
H -5.67390 4.36247 -1.48922
H -4.87151 4.21156 -3.02474
H -4.38215 5.42426 -1.92175
H -2.56652 3.22709 -2.98657
*
```

Values from the calculation:
- Electronic energy: -4812.09881 hartree
- Energy relative to the best compared isomer or geometry (same formula, charge and spin): 82.8 kJ/mol
- Frontier orbital gap: 9.07 eV
- LUMO energy: 0.257 eV
- Maximum force: 0.0701 Eh/bohr

Here are the Löwdin charges for atoms 1 to 8, given in e:
1. C -0.6798
2. O 0.0326
3. N 0.1613
4. N 0.1735
5. H 0.1171
6. H 0.0517
7. H 0.0697
8. H 0.1065